The following is a quantum chemistry calculation of a structure of composition C10H7EuN2O5 at a distorted geometry, from the Open Molecules 2025 dataset.

Properties
total energy	-1580.9759	Ha
lowest unoccupied orbital energy (alpha / beta)	-4.49 / -4.40	eV
energy above the lowest of the compared OMol25 structures with the same formula, charge and spin	11.7	kJ/mol
<S²>	15.761
gap between HOMO and LUMO (alpha / beta)	5.7 / 5.9	eV
HOMO level (alpha / beta)	-0.3752 / -0.3794	Eh

Geometry as ORCA input:
```
! RIJCOSX wB97M-V def2-TZVPD def2/J DEFGRID3
* xyz 1 8
Eu -0.596 -1.027 -0.711
O -3.514 1.082 -0.946
O -0.458 1.033 -3.879
O -3.637 -1.055 -3.124
O -3.138 -3.265 1.036
O 1.817 -3.973 -2.498
N 0.212 2.684 0.341
N 0.636 0.455 0.707
C 2.506 1.063 2.698
C 2.255 -0.281 2.366
C -2.750 -0.975 -2.352
C -2.417 -2.599 0.445
C -2.592 0.358 -0.940
C 0.907 1.750 1.022
C -0.517 0.344 -2.963
C 1.833 2.088 2.021
C 1.303 -0.537 1.370
C 1.131 -3.159 -2.060
H -0.468 2.412 -0.357
H -1.899 -1.800 -2.252
H 3.229 1.290 3.482
H 0.364 3.669 0.472
H 2.753 -1.134 2.860
H 1.979 3.151 2.210
H 1.063 -1.575 1.051
*
```



The following is a quantum chemistry calculation of a structure of composition C10H7N3O2ReS6Sb, from the Open Molecules 2025 dataset.

Properties
total energy	-3407.0818	Ha
lowest unoccupied orbital energy	-8.99	eV
gap between HOMO and LUMO	5.9	eV
HOMO level	-0.5459	Eh

Geometry as ORCA input:
```
! RIJCOSX wB97M-V def2-TZVPD def2/J DEFGRID3
* xyz 2 1
Re -0.788 1.145 -1.060
Sb -1.275 4.549 -2.213
S 0.204 2.587 0.255
S -0.800 2.098 -2.994
S 2.255 2.459 0.109
S -3.210 4.482 -1.258
S 0.710 -0.429 -1.116
S 0.665 5.441 -2.492
O -2.474 -0.482 -1.824
O -2.432 0.657 0.044
N -4.780 -1.748 -1.365
N 5.978 -0.748 3.667
N 4.093 -4.081 2.314
C -2.991 -0.199 -0.740
C 3.796 -3.038 1.943
C 5.121 -0.674 2.908
C 2.587 0.796 0.616
C 3.633 0.669 1.523
C 4.052 -0.582 1.962
C 2.366 -1.612 0.583
C 3.405 -1.735 1.497
C -4.283 -0.842 -0.273
C 1.954 -0.358 0.140
H -5.030 -0.082 -0.052
H -4.104 -1.423 0.631
H -5.657 -1.417 -1.772
H -4.936 -2.703 -1.035
H -4.066 -1.775 -2.120
H 4.119 1.552 1.915
H 1.890 -2.508 0.208
*
```



The following is a quantum chemistry calculation of a cluster of 3 separate species, C10H8ClF16O2 in total at a distorted geometry, from the Open Molecules 2025 dataset.

Properties
total energy	-2594.5291	Ha
lowest unoccupied orbital energy	2.73	eV
gap between HOMO and LUMO	8.2	eV
HOMO level	-0.2017	Eh

Geometry as ORCA input:
```
! RIJCOSX wB97M-V def2-TZVPD def2/J DEFGRID3
* xyz -1 1
Cl 2.203 -0.905 2.002
F 0.934 -4.564 4.185
F -1.322 -3.365 -0.688
F -0.761 -2.661 1.788
F 0.362 3.218 1.556
F -1.653 1.913 0.294
F -1.863 5.253 -4.252
F -1.087 6.343 -1.807
F -2.679 4.863 -1.809
F -0.238 0.782 -0.926
F 2.167 -3.032 -1.065
F -0.450 -2.849 4.421
F -1.175 -4.701 2.395
F 1.833 2.346 0.081
F 0.252 4.842 -3.730
F 0.558 -1.783 -1.918
F -0.077 -4.431 -2.079
O 0.303 -4.734 0.051
O -0.464 2.904 -1.327
C -1.034 4.587 -3.411
C 0.881 -4.287 1.277
C -0.174 -3.788 2.268
C 0.671 2.175 0.707
C -0.061 -3.805 -0.875
C -1.336 5.015 -1.983
C 0.453 -3.435 3.603
C 0.899 -2.628 -0.902
C -0.570 4.262 -0.917
C -0.442 1.946 -0.308
H 0.740 1.320 1.396
H 1.386 -5.150 1.695
H -1.107 4.358 0.026
H 0.438 4.670 -0.828
H 1.531 -3.416 1.153
H -1.186 3.513 -3.521
H 1.257 -2.710 3.416
H 0.811 -2.066 0.034
*
```



The following is a quantum chemistry calculation of a structure of composition C10H8ClN3S at a distorted geometry, from the Open Molecules 2025 dataset.

Properties
total energy	-1408.4034	Ha
lowest unoccupied orbital energy	-0.33	eV
energy above the lowest of the compared OMol25 structures with the same formula, charge and spin	0.0	kJ/mol
gap between HOMO and LUMO	7.9	eV
HOMO level	-0.3035	Eh

Geometry as ORCA input:
```
! RIJCOSX wB97M-V def2-TZVPD def2/J DEFGRID3
* xyz 0 1
Cl 4.643 -1.291 -0.940
S 2.249 0.062 2.176
N 3.421 -0.596 1.238
N -4.026 -0.826 -0.069
N 2.978 2.437 -1.640
C -0.096 0.417 0.579
C 2.323 0.103 -0.756
C 2.621 1.403 -1.213
C -2.670 -0.465 -0.126
C -0.601 -0.775 1.121
C 3.415 -0.533 -0.034
C 1.266 0.733 0.864
C -2.201 0.798 -0.563
C -0.883 1.162 -0.248
C -1.810 -1.248 0.713
H -4.110 -1.893 0.207
H -0.014 -1.416 1.700
H -2.160 -2.228 0.891
H 1.730 -0.465 -1.508
H 1.444 1.725 0.482
H -2.663 1.438 -1.300
H -0.313 2.031 -0.702
H -4.545 -0.573 -0.869
*
```



The following is a quantum chemistry calculation of a structure of composition C10H8N2 at a distorted geometry, from the Open Molecules 2025 dataset.

Properties
total energy	-495.2909	Ha
lowest unoccupied orbital energy	0.39	eV
energy above the lowest of the compared OMol25 structures with the same formula, charge and spin	205.5	kJ/mol
gap between HOMO and LUMO	9.4	eV
HOMO level	-0.3308	Eh

Geometry as ORCA input:
```
! RIJCOSX wB97M-V def2-TZVPD def2/J DEFGRID3
* xyz 0 1
N 0.310 -1.824 0.031
N -1.488 -0.576 1.079
C -0.135 1.772 0.339
C 1.682 1.604 -1.845
C 1.129 0.413 -1.291
C 0.465 2.912 -0.190
C 0.231 0.567 -0.238
C -0.259 -2.998 0.613
C 1.349 2.840 -1.257
C -1.466 -3.006 1.300
C -2.011 -1.664 1.574
C -0.372 -0.746 0.310
H 0.293 -3.904 0.229
H 1.848 3.816 -1.585
H 2.592 1.364 -2.854
H -0.816 1.712 1.323
H 0.102 4.002 -0.105
H -2.864 -1.694 2.315
H 1.374 -0.701 -1.491
H -1.964 -3.889 1.744
*
```



The following is a quantum chemistry calculation of an isolated molecule of C10H8N2O at a distorted geometry, from the Open Molecules 2025 dataset.

Properties
total energy	-570.5677	Ha
lowest unoccupied orbital energy	-0.10	eV
energy above the lowest of the compared OMol25 structures with the same formula, charge and spin	107.6	kJ/mol
gap between HOMO and LUMO	9.1	eV
HOMO level	-0.3379	Eh

Geometry as ORCA input:
```
! RIJCOSX wB97M-V def2-TZVPD def2/J DEFGRID3
* xyz 0 1
O 1.138 2.975 -0.064
N -1.126 -0.463 0.120
N -1.948 -1.189 -0.689
C 2.428 0.444 -0.147
C -3.097 -0.620 -0.529
C 1.040 0.617 -0.141
C -3.109 0.453 0.362
C 2.966 -0.826 -0.057
C 2.164 -1.934 0.238
C 0.247 -0.502 0.033
C 0.451 1.972 -0.233
C 0.802 -1.775 0.258
C -1.812 0.474 0.819
H 3.034 1.264 -0.442
H 4.010 -0.954 -0.287
H -1.394 1.014 1.679
H -3.912 1.061 0.737
H 0.119 -2.592 0.571
H -3.926 -0.952 -1.211
H -0.648 2.103 -0.486
H 2.647 -2.993 0.321
*
```



The following is a quantum chemistry calculation of a structure of composition C10H8N3O6Yb at a distorted geometry, from the Open Molecules 2025 dataset.

Properties
total energy	-2159.6555	Ha
lowest unoccupied orbital energy (alpha / beta)	-8.32 / -8.32	eV
energy above the lowest of the compared OMol25 structures with the same formula, charge and spin	91.6	kJ/mol
<S²>	0.752
gap between HOMO and LUMO (alpha / beta)	7.2 / 7.3	eV
HOMO level (alpha / beta)	-0.5700 / -0.5735	Eh

Geometry as ORCA input:
```
! RIJCOSX wB97M-V def2-TZVPD def2/J DEFGRID3
* xyz 2 2
Yb -0.794 0.499 -1.165
O -1.036 3.841 -2.290
O -4.279 -0.265 -0.827
O -0.888 -2.899 -2.100
O 0.181 -0.063 -6.392
O 1.852 -0.234 -3.381
O -1.141 1.149 0.752
N 0.065 0.600 2.541
N 0.553 -0.415 0.439
N 2.307 -1.961 0.335
C -0.434 -0.040 -5.420
C -0.787 1.543 3.268
C 1.540 -1.100 1.058
C -0.844 -1.756 -1.943
C 0.941 -0.031 -2.707
C -1.078 2.698 -2.328
C 1.820 -0.936 2.435
C 1.063 -0.079 3.160
C -3.298 -0.068 -1.398
C -0.174 0.438 1.234
H -1.735 -0.218 -2.744
H -1.832 1.204 3.207
H -0.683 2.545 2.824
H -0.441 1.538 4.306
H 2.207 -2.149 -0.653
H 1.194 0.148 4.215
H 3.066 -2.487 0.751
H 2.655 -1.504 2.820
*
```



The following is a quantum chemistry calculation of an isolated molecule of C10H8O2 at a distorted geometry, from the Open Molecules 2025 dataset.

Properties
total energy	-536.2015	Ha
lowest unoccupied orbital energy	0.49	eV
energy above the lowest of the compared OMol25 structures with the same formula, charge and spin	410.3	kJ/mol
gap between HOMO and LUMO	8.3	eV
HOMO level	-0.2858	Eh

Geometry as ORCA input:
```
! RIJCOSX wB97M-V def2-TZVPD def2/J DEFGRID3
* xyz 0 1
O 2.250 -2.009 -0.295
O -3.660 0.330 -0.033
C 0.284 -0.418 0.070
C -0.142 0.945 0.005
C 2.580 0.220 0.361
C 1.736 -0.760 0.049
C -1.855 -1.261 0.234
C 2.158 1.723 0.061
C -1.422 1.171 0.014
C 0.913 2.051 -0.213
C -0.591 -1.555 -0.016
C -2.340 0.010 0.015
H 0.498 3.127 -0.568
H 3.686 -0.094 0.714
H -4.058 -0.697 0.338
H -2.465 -2.035 -0.220
H 1.622 -2.726 0.038
H -0.388 -2.641 -0.356
H -1.846 2.201 -0.051
H 3.039 2.418 -0.147
*
```